Version one
Computed, not measured: a single C4H6N2O3 molecule, with ωB97M-V/def2-TZVPD.

## Properties
molar mass = 130.1 g/mol
frontier orbital gap = 9.70 eV
structure (SMILES) = [H]/N=C(/CC(=O)O)C(N)=O
LUMO energy = 0.3947 eV

```
! wB97M-V def2-TZVPD RIJCOSX def2/J DEFGRID3
* xyz 0 1
C 1.46134 -0.29418 0.10110
H -1.95885 1.51286 0.91292
C -0.46973 0.79154 -0.04378
C 0.88855 0.89129 -0.65668
N -1.78244 -1.25049 0.62602
O 2.75607 -0.19683 0.42224
O -1.41195 -0.86509 -1.58926
H 1.37567 1.84248 -0.43162
H -1.29417 -1.31078 1.50544
H 0.86323 0.66272 -1.72402
H 3.17776 0.58578 0.04195
C -1.11726 -0.69528 -0.42826
O 0.91037 -1.37694 0.31655
N -1.03283 1.74472 0.55114
H -2.36577 -2.04181 0.39628
*
```

Population analysis type Löwdin, resulting atomic charges in e: number 1, C, carries -0.4629; number 2, H, carries 0.0659; number 3, C, carries -0.2949; number 4, C, carries -0.0355; number 5, N, carries 0.1487; number 6, O, carries 0.1342; number 7, O, carries 0.0767; number 8, H, carries 0.1296; number 9, H, carries 0.1027; number 10, H, carries 0.1456; number 11, H, carries 0.1208; number 12, C, carries -0.5050; number 13, O, carries 0.0964; number 14, N, carries 0.1674; number 15, H, carries 0.1103

---

Version two
Computed, not measured: a single C4H6N2O3 molecule, with ωB97M-V/def2-TZVPD.

## Properties
molar mass = 130.1 g/mol
frontier orbital gap = 10.18 eV
structure (SMILES) = [H]/N=C1\C[C@@]1(N)OC(=O)O
LUMO energy = 0.6032 eV

```
! wB97M-V def2-TZVPD RIJCOSX def2/J DEFGRID3
* xyz 0 1
O -1.63765 1.17467 0.29233
N 1.13884 -1.73945 -0.54024
C -1.94951 -0.00078 -0.29273
N 1.16596 1.66308 -0.92251
H 0.81371 -2.64389 -0.21860
H 1.63291 2.44895 -0.46595
O -3.04186 -0.23610 -0.72016
H 1.22552 -1.75056 -1.54922
H 1.82524 -0.25443 1.55933
H -2.37514 1.79275 0.18555
C 0.35433 -0.68592 -0.05504
C 0.84669 0.73039 -0.16911
C 0.87755 0.07696 1.15738
H 0.16395 0.39199 1.90491
O -1.04054 -0.96766 -0.16594
*
```

Population analysis type Löwdin, resulting atomic charges in e: number 1, O, carries 0.1229; number 2, N, carries 0.1279; number 3, C, carries -0.5958; number 4, N, carries 0.1709; number 5, H, carries 0.0997; number 6, H, carries 0.0692; number 7, O, carries 0.1409; number 8, H, carries 0.0985; number 9, H, carries 0.1137; number 10, H, carries 0.1472; number 11, C, carries -0.4501; number 12, C, carries -0.2958; number 13, C, carries 0.0189; number 14, H, carries 0.1095; number 15, O, carries 0.1224

---

Tell me which of them is the least stable. Sure, it is version two.

---

Version one
Computed, not measured: C19H26N4OS2 as an isolated structure, with ωB97M-V/def2-TZVPD.

## Properties
molar mass = 390.6 g/mol
frontier orbital gap = 7.61 eV
LUMO energy = -0.7763 eV

```
! wB97M-V def2-TZVPD RIJCOSX def2/J DEFGRID3
* xyz 0 1
H 2.20962 2.88153 0.11132
C -3.20972 3.74073 2.21184
N 1.25238 0.16368 1.67599
C 0.70082 3.73373 -2.91195
H -2.71670 -3.72492 3.81825
H 0.36340 -4.56552 -0.95294
C -3.40338 -4.90159 0.53762
H -2.66029 -2.94042 1.32125
H 2.13353 0.08887 -2.11637
H -3.89785 3.36078 3.00410
H 0.51786 2.62610 -2.87911
C 2.67364 -0.30595 -1.21334
H 4.30176 1.13489 -0.84976
S -1.34105 3.22027 -1.12934
N -0.25332 -1.67491 2.84664
H 3.41607 0.75668 0.68090
H 2.34126 5.05967 -2.09778
H 3.55764 -0.90554 -1.59699
H -0.96922 -5.36262 0.80991
H -2.64329 -5.44554 3.24160
H 0.46008 4.07406 -3.96592
H -4.50200 -4.74667 0.77421
C 2.22571 4.08063 -2.65506
H 3.38722 2.14000 -2.75323
N -2.54877 4.92762 2.22160
H -4.19229 -4.56270 3.00106
C 2.39051 2.20647 -0.76788
H 1.37214 1.84433 -1.11387
C 3.07670 2.91926 -2.00610
C 0.55158 -3.61597 -0.37963
H -0.66428 -4.75203 2.56278
C 3.27425 0.92319 -0.41619
C -0.06137 -3.39403 0.92094
N -1.77949 5.03168 1.09041
S 0.35855 -0.13283 3.05874
H 1.86865 -2.80620 -2.01403
C -2.54392 -4.02991 1.55964
C -0.99658 -4.48876 1.52513
H -3.22139 -4.63348 -0.53694
H 2.68030 4.28003 -3.67679
C 1.76008 -1.26839 -0.39239
O -2.88884 3.03446 1.05201
C 1.44971 -2.57013 -1.00508
H -0.90808 5.24357 -2.55124
H 4.02986 3.38954 -1.60665
C -2.00040 3.87227 0.42247
C -0.30741 4.50711 -1.95089
C 1.12692 -1.00190 0.93956
C -3.07086 -4.42085 3.01352
H -3.21669 -6.00274 0.72757
C 0.23406 -2.07066 1.59376
H 0.28292 5.08310 -1.18338
*
```

Population analysis type Löwdin, resulting atomic charges in e: number 1, H, carries 0.1173; number 2, C, carries -0.1285; number 3, N, carries -0.2375; number 4, C, carries -0.2677; number 5, H, carries 0.0757; number 6, H, carries 0.1072; number 7, C, carries -0.1071; number 8, H, carries 0.1278; number 9, H, carries 0.1144; number 10, H, carries 0.1364; number 11, H, carries 0.0816; number 12, C, carries -0.1633; number 13, H, carries 0.1030; number 14, S, carries 0.9460; number 15, N, carries -0.2400; number 16, H, carries 0.0943; number 17, H, carries 0.1134; number 18, H, carries 0.1193; number 19, H, carries 0.1077; number 20, H, carries 0.0801; number 21, H, carries 0.1086; number 22, H, carries 0.0747; number 23, C, carries -0.2044; number 24, H, carries 0.1120; number 25, N, carries -0.0013; number 26, H, carries 0.0728; number 27, C, carries -0.2131; number 28, H, carries 0.0720; number 29, C, carries -0.2139; number 30, C, carries -0.0190; number 31, H, carries 0.1129; number 32, C, carries -0.2035; number 33, C, carries -0.1461; number 34, N, carries 0.0192; number 35, S, carries 0.9515; number 36, H, carries 0.1037; number 37, C, carries -0.3762; number 38, C, carries -0.1358; number 39, H, carries 0.0760; number 40, H, carries 0.1073; number 41, C, carries -0.1261; number 42, O, carries -0.0291; number 43, C, carries -0.0198; number 44, H, carries 0.0844; number 45, H, carries 0.1162; number 46, C, carries -0.6084; number 47, C, carries -0.4484; number 48, C, carries -0.2615; number 49, C, carries -0.1048; number 50, H, carries 0.0839; number 51, C, carries -0.2480; number 52, H, carries 0.0837

---

Version two
Computed, not measured: a single C19H26N4OS2 molecule, with ωB97M-V/def2-TZVPD.

## Properties
molar mass = 390.6 g/mol
frontier orbital gap = 8.40 eV
structure (SMILES) = CCOCCCNC(=S)N1CCN(c2nc(-c3ccccc3)cs2)CC1
LUMO energy = 0.6299 eV

```
! wB97M-V def2-TZVPD RIJCOSX def2/J DEFGRID3
* xyz 0 1
H 4.45931 0.64519 -2.61511
O 3.81889 -0.16557 1.55640
C -2.21329 0.14855 -1.28551
C -3.03198 -1.38775 1.35621
C 3.60538 0.00885 -2.43530
C 2.35613 0.57260 -2.26422
C 2.67185 -2.17668 -2.12693
C -3.22211 -1.68646 -0.15644
H 3.07458 0.85699 3.10350
H 3.65052 -2.21553 1.27723
H -3.94846 -1.63650 1.90217
H 1.16500 -0.70395 3.56578
H -4.12079 -2.28556 -0.32313
C 1.64651 -0.67308 2.58713
H 6.37720 -0.92346 1.79747
H 3.59447 -0.79066 3.52098
N -3.37465 -0.43353 -0.87097
H -3.65743 1.86673 1.21172
H -5.31534 -0.16130 -0.24941
S -2.16743 1.81506 -1.85145
H 1.64688 -1.68484 2.17391
C 0.86896 0.25677 1.65774
C -0.49247 1.58610 -2.18970
C 1.24448 -0.23617 -2.03242
H 2.24323 1.64500 -2.30115
C -3.94903 0.81637 1.16763
H -2.36325 -2.20557 -0.58000
H 1.37426 0.30535 0.68724
H 4.74479 -1.80400 -2.51990
N -2.80372 0.02426 1.55528
H -4.53335 1.29238 -0.89303
H 0.83226 1.26278 2.08066
C 1.42105 -1.61771 -1.95520
H 4.58236 -1.28033 0.09161
H -2.21874 -1.96931 1.78906
C 3.76778 -1.36595 -2.37436
C -4.38437 0.41055 -0.26948
H 5.48738 -1.91616 2.95492
C 5.67053 -1.74312 1.89683
H -4.76442 0.64914 1.87785
H 6.10673 -2.64242 1.47051
H 2.79441 -3.24904 -2.07180
C 4.37709 -1.40052 1.15836
C 3.08768 -0.18150 2.76178
C -0.09248 0.32228 -1.87494
N -1.08657 -0.47170 -1.36638
C -1.56682 0.59885 1.64715
H 0.55909 -2.24162 -1.77283
H -0.59398 -1.02538 0.91939
H 0.07339 2.39327 -2.60505
N -0.49076 -0.20162 1.49484
S -1.42565 2.20346 2.03671
*
```

Population analysis type Löwdin, resulting atomic charges in e: number 1, H, carries 0.1056; number 2, O, carries -0.1523; number 3, C, carries -0.5894; number 4, C, carries -0.1111; number 5, C, carries -0.0797; number 6, C, carries -0.0256; number 7, C, carries -0.0860; number 8, C, carries -0.1188; number 9, H, carries 0.1294; number 10, H, carries 0.1149; number 11, H, carries 0.1243; number 12, H, carries 0.1187; number 13, H, carries 0.1213; number 14, C, carries -0.1481; number 15, H, carries 0.0774; number 16, H, carries 0.1149; number 17, N, carries -0.1253; number 18, H, carries 0.0469; number 19, H, carries 0.1232; number 20, S, carries 1.0606; number 21, H, carries 0.1045; number 22, C, carries -0.2178; number 23, C, carries -0.3375; number 24, C, carries -0.1849; number 25, H, carries 0.1098; number 26, C, carries -0.1607; number 27, H, carries 0.1083; number 28, H, carries 0.1177; number 29, H, carries 0.1035; number 30, N, carries -0.1352; number 31, H, carries 0.0921; number 32, H, carries 0.0598; number 33, C, carries -0.0321; number 34, H, carries 0.0957; number 35, H, carries 0.1197; number 36, C, carries -0.1132; number 37, C, carries -0.1404; number 38, H, carries 0.0631; number 39, C, carries -0.0684; number 40, H, carries 0.1241; number 41, H, carries 0.0728; number 42, H, carries 0.1033; number 43, C, carries -0.2713; number 44, C, carries -0.2217; number 45, C, carries -0.3448; number 46, N, carries 0.0900; number 47, C, carries -0.8083; number 48, H, carries 0.1031; number 49, H, carries 0.1177; number 50, H, carries 0.0653; number 51, N, carries 0.0076; number 52, S, carries 0.6774

---

Tell me which of them is the least stable. Sure, it is version one.